{"formula": "C6H7NO2S", "method": "wB97M-V/def2-TZVPD", "species": ["C", "C", "C", "C", "C", "C", "N", "O", "O", "S", "H", "H", "H", "H", "H", "H", "H"], "positions_angstrom": [[-3.21933, 0.93263, 0.37924], [-2.11530, 1.06566, -0.01790], [-0.03078, 0.82918, -1.30835], [-0.67368, 1.02470, -0.16540], [0.23483, 0.90621, 1.07794], [0.91297, -2.09088, -0.23554], [1.99345, -1.20007, 0.25241], [2.85496, 1.05215, 0.71967], [1.30737, 0.67709, -1.37055], [1.71000, 0.27353, 0.28911], [-4.25828, 0.73357, 0.63875], [-0.55220, 0.78260, -2.25179], [0.24725, 2.00974, 1.43540], [-0.21701, 0.20941, 1.73723], [0.21906, -2.50090, 0.54986], [0.38190, -1.63869, -1.00572], [1.20479, -3.06593, -0.72435]], "forces_ev_per_a": [[-3.289, -0.439, 0.626], [3.337, -0.086, -0.275], [-0.825, 0.569, -1.282], [-0.685, -0.654, 0.638], [-1.595, 2.921, -2.161], [0.415, -2.238, 1.083], [-1.463, -0.725, 0.165], [-1.400, -0.295, -0.704], [-0.336, 0.069, 2.002], [3.759, 0.135, 0.307], [0.905, 0.346, -0.171], [0.132, 0.070, -0.248], [0.932, -2.142, 0.058], [0.075, -0.615, 0.916], [0.524, 0.996, -0.354], [-1.371, 0.935, -1.231], [0.886, 1.151, 0.632]], "e_above_lowest_kcal_mol": 128.7, "energy_ha": -836.058863}


{"formula": "C6H7NO3", "method": "wB97M-V/def2-TZVPD", "species": ["C", "C", "C", "C", "C", "C", "N", "O", "O", "O", "H", "H", "H", "H", "H", "H", "H"], "positions_angstrom": [[0.96499, -0.49535, 0.69395], [0.92250, 0.73416, 1.32691], [0.91806, -0.52115, -0.79992], [-0.45282, -1.20159, -1.21554], [0.83200, 2.10580, 0.85904], [-1.61045, -0.32132, -0.69839], [-2.38621, -0.83052, 0.24774], [-2.30943, -0.92923, 1.43350], [1.15289, 3.15252, 1.38758], [-1.87802, 0.75434, -1.19023], [0.86144, -1.37374, 1.39751], [1.12151, 0.81826, 2.35670], [1.01465, 0.48835, -1.35286], [1.71162, -1.18254, -1.21397], [-0.54294, -1.04499, -2.31673], [-0.53416, -2.23973, -0.88618], [0.21437, 2.08670, -0.02909]], "forces_ev_per_a": [[-0.474, 3.341, 1.646], [1.662, -2.071, 0.346], [-0.713, -0.883, -1.146], [-0.042, 1.399, -0.868], [-0.985, 0.582, -1.377], [3.055, 1.627, -1.594], [-2.966, -2.306, 1.768], [0.661, 0.567, -0.187], [0.218, -1.281, 0.110], [-0.046, -0.068, 0.055], [0.479, 0.731, -1.397], [-0.167, -0.761, 1.658], [-0.185, -1.508, 1.350], [-0.383, 0.444, 0.270], [0.039, -0.781, 0.669], [0.093, 0.118, -0.210], [-0.247, 0.850, -1.093]], "smiles": "O=C/C=C\\CCC(=O)N=O", "e_above_lowest_kcal_mol": 117.5, "energy_ha": -513.125920}